Arrangement one

56
Properties=species:S:1:pos:R:3 method="wB97M-V/def2-TZVPD" charge=0 mol_weight_da=692.72 gap_ev=10.84 homo_ev=-10.53 smiles=ClCCCl.ClCCCl.ClCCCl.ClCCCl.ClCCCl.ClCCCl.ClCCCl
Cl -2.935 0.666 -4.064
C -3.744 -0.688 -3.184
C -2.705 -1.359 -2.195
Cl -1.220 -1.844 -3.001
H -4.175 -1.393 -3.894
H -4.563 -0.215 -2.641
H -2.989 -2.232 -1.608
H -2.458 -0.664 -1.392
Cl 1.219 0.850 -4.216
C 1.428 2.498 -3.649
C 0.058 3.199 -3.602
Cl 0.218 4.912 -3.037
H 2.142 2.950 -4.338
H 1.896 2.450 -2.666
H -0.559 2.634 -2.903
H -0.461 3.092 -4.554
Cl 0.339 0.605 -0.979
C -0.185 0.070 0.635
C -0.106 -1.422 0.560
Cl -0.896 -2.138 2.049
H -1.179 0.517 0.671
H 0.530 0.580 1.280
H 0.909 -1.785 0.403
H -0.794 -1.784 -0.204
Cl -2.566 2.870 0.542
C -1.852 4.049 -0.591
C -1.574 5.408 0.093
Cl -0.560 5.211 1.600
H -2.574 4.034 -1.408
H -0.946 3.616 -1.015
H -2.533 5.833 0.390
H -1.090 6.186 -0.498
Cl 5.912 -2.841 -1.656
C 4.297 -2.815 -2.462
C 3.178 -2.557 -1.507
Cl 3.028 -3.856 -0.339
H 4.098 -3.789 -2.909
H 4.217 -2.163 -3.331
H 2.285 -2.653 -2.125
H 3.291 -1.629 -0.947
Cl -1.939 -3.391 6.385
C -3.178 -2.846 5.264
C -4.383 -3.829 5.308
Cl -6.032 -3.294 4.871
H -2.817 -2.689 4.248
H -3.661 -1.951 5.657
H -4.550 -4.172 6.329
H -4.151 -4.739 4.753
Cl 2.792 -1.106 2.301
C 3.849 0.044 3.128
C 4.716 0.777 2.076
Cl 5.806 -0.343 1.212
H 4.452 -0.475 3.874
H 3.179 0.790 3.555
H 5.386 1.553 2.448
H 4.147 1.270 1.287

---

Arrangement two

56
Properties=species:S:1:pos:R:3 method="wB97M-V/def2-TZVPD" charge=0 mol_weight_da=692.72 gap_ev=10.84 homo_ev=-10.67 smiles=ClCCCl.ClCCCl.ClCCCl.ClCCCl.ClCCCl.ClCCCl.ClCCCl
Cl -3.040 -3.050 1.085
C -2.746 -4.689 0.454
C -1.292 -4.891 0.105
Cl -0.728 -3.769 -1.129
H -3.409 -4.861 -0.390
H -3.025 -5.375 1.252
H -1.107 -5.897 -0.270
H -0.686 -4.796 1.005
Cl -0.888 1.198 0.868
C 0.692 0.593 0.323
C 0.557 -0.262 -0.905
Cl 0.024 0.646 -2.356
H 1.070 -0.053 1.115
H 1.364 1.427 0.148
H -0.164 -1.067 -0.807
H 1.505 -0.716 -1.185
Cl 1.190 7.273 1.021
C 0.793 5.714 1.780
C -0.283 4.981 1.029
Cl -1.844 5.844 1.138
H 0.488 5.925 2.801
H 1.710 5.128 1.773
H -0.441 4.008 1.490
H -0.043 4.839 -0.020
Cl 3.514 -1.579 -2.940
C 4.189 -2.019 -4.532
C 4.743 -3.409 -4.525
Cl 6.096 -3.602 -3.398
H 4.969 -1.297 -4.757
H 3.363 -1.961 -5.238
H 5.100 -3.686 -5.516
H 3.969 -4.137 -4.281
Cl -4.752 3.019 3.444
C -3.019 2.669 3.195
C -2.149 3.429 4.162
Cl -2.141 2.650 5.776
H -2.802 2.944 2.163
H -2.903 1.591 3.271
H -2.548 4.429 4.306
H -1.120 3.473 3.813
Cl -2.436 -1.200 -6.323
C -1.171 -0.774 -5.162
C 0.218 -0.664 -5.762
Cl 0.724 -2.150 -6.616
H -1.174 -1.510 -4.359
H -1.434 0.181 -4.714
H 0.945 -0.463 -4.981
H 0.235 0.132 -6.504
Cl 0.874 1.259 4.210
C 0.204 -0.402 4.171
C -0.453 -0.774 5.482
Cl 0.789 -1.108 6.735
H 1.043 -1.073 3.999
H -0.476 -0.445 3.323
H -1.015 -1.696 5.360
H -1.076 0.022 5.874

---

Stability, highest: arrangement two

---

Arrangement one

17
Properties=species:S:1:pos:R:3 method="wB97M-V/def2-TZVPD" charge=0 mol_weight_da=122.67 gap_ev=9.07 homo_ev=-8.22
C -1.889 0.139 1.052
C -0.795 1.557 -0.755
C 1.609 -1.809 -0.942
C -0.607 0.786 0.552
Si 1.579 -0.506 0.382
Cl 3.013 0.978 0.289
H -2.566 1.017 1.246
H -2.331 -0.612 0.490
H -1.538 -0.250 2.020
H -0.832 2.644 -0.826
H -1.705 1.205 -1.300
H -0.044 1.218 -1.439
H 0.619 -2.262 -0.730
H 1.651 -1.522 -2.028
H 2.334 -2.626 -1.016
H -0.116 1.254 1.395
H 1.618 -1.210 1.609

---

Arrangement two

17
Properties=species:S:1:pos:R:3 method="wB97M-V/def2-TZVPD" charge=0 mol_weight_da=122.67 gap_ev="6.76 / 8.48" homo_ev="-7.71 / -7.85"
C -1.192 1.992 -0.764
C 1.156 0.949 -1.533
C -2.138 -1.850 1.504
C 0.033 1.170 -0.493
Si -0.499 -2.312 0.451
Cl -1.000 -3.378 -1.206
H -1.938 1.834 -0.058
H -1.003 3.071 -0.794
H -1.595 1.558 -1.718
H 1.354 1.913 -2.029
H 0.953 0.161 -2.263
H 1.938 0.549 -1.010
H -3.005 -2.394 0.931
H -2.007 -2.353 2.473
H -2.230 -0.764 1.484
H 0.278 0.886 0.567
H 0.352 -3.469 1.078

---

Stability, highest: arrangement one

---

Arrangement one

15
Properties=species:S:1:pos:R:3 method="wB97M-V/def2-TZVPD" charge=0 mol_weight_da=130.10 gap_ev=10.01 homo_ev=-9.63 smiles="O=c1cc[nH]c(=O)[nH]1.O"
O 1.479 2.735 0.056
C 1.286 1.540 -0.026
C 0.041 0.698 -0.228
C 0.274 -0.641 -0.320
N 1.553 -1.176 -0.356
C 2.628 -0.504 0.117
O 3.638 -1.256 0.475
N 2.434 0.810 0.151
H -1.028 1.114 0.105
H -0.510 -1.271 -0.468
H 1.693 -2.290 -0.009
H 3.352 1.371 0.068
O -5.410 -0.048 0.277
H -5.437 -0.428 -0.545
H -5.991 -0.653 0.703

---

Arrangement two

15
Properties=species:S:1:pos:R:3 method="wB97M-V/def2-TZVPD" charge=0 mol_weight_da=130.10 gap_ev=9.52 homo_ev=-8.97 smiles="O=c1cc[nH]c(=O)[nH]1.O"
O -0.707 1.864 -0.170
C -0.542 0.708 0.055
C -0.790 0.090 1.365
C -0.347 -1.152 1.531
N 0.194 -1.915 0.510
C 0.352 -1.457 -0.809
O 0.853 -2.063 -1.719
N -0.056 -0.131 -0.943
H -1.114 0.714 2.203
H -0.378 -1.720 2.471
H 0.395 -2.866 0.652
H 0.222 0.297 -1.826
O 0.570 3.063 0.256
H 1.468 3.190 0.408
H 0.680 2.674 -0.657

---

Stability, highest: arrangement one

---

Arrangement one

45
Properties=species:S:1:pos:R:3 method="wB97M-V/def2-TZVPD" charge=0 mol_weight_da=907.66 gap_ev=6.27 homo_ev=-6.29
Be 1.375 0.461 -0.976
C -1.144 -0.876 3.272
As -1.025 0.209 1.644
C -2.089 1.732 2.303
C -2.411 -0.581 0.490
C -3.459 -1.345 0.995
C -4.518 -1.726 0.184
C -4.549 -1.320 -1.141
C -3.496 -0.580 -1.659
C -2.408 -0.225 -0.866
As -0.858 0.706 -1.694
C -1.595 2.471 -2.017
C -0.877 -0.049 -3.507
H -2.110 -0.769 3.766
H -0.358 -0.517 3.935
H -0.978 -1.928 3.042
H -3.107 1.430 2.545
H -2.101 2.515 1.546
H -1.591 2.117 3.193
H -3.456 -1.638 2.039
H -5.325 -2.323 0.590
H -5.385 -1.586 -1.774
H -3.532 -0.282 -2.699
H -2.494 2.381 -2.625
H -0.837 3.058 -2.533
H -1.845 2.939 -1.067
H -1.850 -0.453 -3.776
H -0.135 -0.843 -3.558
H -0.610 0.741 -4.207
Te 2.232 1.744 -2.797
Te 4.592 2.560 -1.768
Te 3.967 3.105 0.856
Te 1.563 1.695 1.148
S 1.558 -1.641 -0.733
C 3.091 -1.381 0.011
N 4.100 -0.752 -0.566
C 5.253 -0.610 0.321
C 4.705 -1.166 1.655
N 3.410 -1.721 1.251
H 4.046 -0.391 -1.507
H 5.525 0.440 0.408
H 6.099 -1.183 -0.058
H 4.554 -0.365 2.379
H 5.342 -1.936 2.082
H 2.730 -2.118 1.871

---

Arrangement two

45
Properties=species:S:1:pos:R:3 method="wB97M-V/def2-TZVPD" charge=0 mol_weight_da=907.66 gap_ev=6.39 homo_ev=-6.34
Be -0.490 -0.277 -1.733
C -0.777 -0.214 3.442
As 0.205 -0.680 1.813
C 1.309 -2.107 2.577
C 1.590 0.707 1.801
C 1.976 1.342 2.979
C 3.055 2.209 3.004
C 3.781 2.434 1.843
C 3.390 1.826 0.661
C 2.280 0.983 0.620
As 1.724 0.254 -1.126
C 3.091 -1.089 -1.423
C 2.270 1.675 -2.351
H -0.170 -0.315 4.340
H -1.616 -0.906 3.496
H -1.163 0.802 3.366
H 1.914 -1.737 3.404
H 1.945 -2.517 1.795
H 0.638 -2.893 2.922
H 1.434 1.146 3.896
H 3.339 2.694 3.929
H 4.645 3.085 1.854
H 3.968 2.018 -0.232
H 4.079 -0.633 -1.382
H 2.909 -1.534 -2.399
H 3.002 -1.856 -0.657
H 3.054 2.311 -1.957
H 1.391 2.274 -2.581
H 2.615 1.193 -3.266
Te 0.000 -0.678 -4.063
Te -2.109 -2.215 -4.733
Te -2.255 -3.858 -2.535
Te -1.180 -2.286 -0.535
S -1.585 1.432 -1.099
C -3.085 0.625 -1.307
N -3.514 0.053 -2.415
C -4.792 -0.629 -2.231
C -5.030 -0.478 -0.715
N -3.971 0.453 -0.328
H -2.960 0.021 -3.264
H -4.699 -1.675 -2.519
H -5.569 -0.149 -2.827
H -4.891 -1.432 -0.204
H -6.013 -0.074 -0.481
H -3.735 0.695 0.620

---

Stability, highest: arrangement two